Formula: C60H137N18O18
Source: OMol25
Level of theory: wB97M-V/def2-TZVPD

Geometry (Å):
C -1.415 -1.861 0.095
C -0.965 -0.398 0.163
C -0.128 -0.292 1.454
C 0.636 1.008 1.623
C 1.318 1.437 0.328
C 0.544 1.262 -0.983
N -0.188 -0.012 -0.979
O -0.865 -0.274 -2.179
C 1.577 1.131 -2.073
C -0.338 2.475 -1.260
C -2.253 0.465 0.327
H -0.516 -2.468 -0.051
H -2.094 -2.078 -0.726
H -1.851 -2.046 1.078
H 0.591 -1.118 1.519
H -0.776 -0.403 2.331
H 1.405 1.094 2.394
H -0.095 1.779 1.913
H 2.330 1.061 0.161
H 1.432 2.520 0.452
H 1.098 0.804 -3.002
H 2.392 0.395 -2.100
H 2.113 2.088 -2.127
H -1.015 2.288 -2.094
H 0.298 3.348 -1.439
H -0.950 2.737 -0.392
H -2.536 0.974 -0.595
H -2.058 1.280 1.041
H -3.125 -0.058 0.729
C -3.607 5.019 0.037
C -3.444 5.585 1.424
O -4.298 5.419 2.290
N -2.401 6.429 1.568
C -2.172 7.163 2.808
H -4.577 4.542 -0.046
H -2.890 4.208 -0.142
H -3.466 5.768 -0.739
H -1.739 6.571 0.828
H -2.623 6.643 3.645
H -2.505 8.201 2.761
H -1.088 7.235 2.930
C -0.070 -2.900 4.216
C 0.548 -3.741 5.317
O 1.511 -3.351 5.951
N -0.016 -4.965 5.452
C 0.287 -5.973 6.456
H -0.661 -2.145 4.740
H -0.749 -3.369 3.510
H 0.795 -2.537 3.666
H -0.796 -5.152 4.830
H 0.128 -6.924 5.939
H -0.518 -5.926 7.194
H 1.287 -5.978 6.869
C -1.709 -1.575 -6.813
C -2.957 -0.959 -6.232
O -4.040 -1.007 -6.792
N -2.776 -0.327 -5.040
C -3.711 0.534 -4.363
H -1.626 -2.586 -6.420
H -0.778 -1.028 -6.667
H -1.821 -1.463 -7.893
H -1.840 -0.322 -4.652
H -3.828 0.395 -3.291
H -4.687 0.278 -4.790
H -3.531 1.591 -4.576
C 4.814 1.856 -2.966
C 5.931 1.225 -3.805
O 5.678 0.286 -4.554
N 7.110 1.863 -3.760
C 8.164 1.607 -4.731
H 5.235 1.793 -1.952
H 3.917 1.256 -2.907
H 4.685 2.874 -3.314
H 7.237 2.532 -3.022
H 7.807 1.753 -5.745
H 8.572 0.605 -4.588
H 9.002 2.255 -4.479
C 5.410 -3.522 -4.549
C 5.292 -3.292 -3.051
O 5.521 -4.163 -2.226
N 5.003 -2.010 -2.730
C 5.000 -1.524 -1.363
H 6.134 -2.867 -5.031
H 4.421 -3.339 -4.975
H 5.664 -4.568 -4.704
H 4.931 -1.294 -3.441
H 4.760 -2.338 -0.683
H 4.220 -0.768 -1.247
H 5.964 -1.086 -1.089
C -7.110 1.098 -0.233
C -6.674 2.499 0.133
O -6.985 3.438 -0.600
N -5.913 2.671 1.224
C -5.336 1.631 2.085
H -6.269 0.505 -0.593
H -7.917 1.155 -0.953
H -7.438 0.588 0.678
H -5.456 3.567 1.326
H -5.629 0.616 1.841
H -5.559 1.873 3.121
H -4.259 1.671 1.919
C 3.623 -1.162 2.827
C 4.423 -0.616 3.986
O 4.028 -0.816 5.123
N 5.525 0.145 3.739
C 5.841 0.855 2.518
H 2.614 -0.755 2.834
H 3.520 -2.245 2.912
H 4.114 -0.994 1.863
H 5.961 0.450 4.594
H 6.458 1.719 2.761
H 4.908 1.215 2.091
H 6.448 0.322 1.777
C 1.842 -0.597 -5.891
C 1.815 -1.901 -5.129
O 2.329 -2.899 -5.638
N 1.509 -1.795 -3.830
C 1.480 -2.787 -2.767
H 1.548 -0.782 -6.925
H 2.870 -0.253 -5.981
H 1.133 0.027 -5.345
H 1.357 -0.870 -3.463
H 2.259 -2.464 -2.077
H 1.857 -3.740 -3.155
H 0.480 -2.941 -2.378
C -3.986 -6.517 -4.959
C -3.764 -5.262 -4.153
O -4.735 -4.612 -3.785
N -2.517 -4.988 -3.721
C -2.258 -3.843 -2.867
H -3.127 -7.145 -5.204
H -4.419 -6.197 -5.907
H -4.667 -7.130 -4.372
H -1.750 -5.458 -4.170
H -2.219 -4.207 -1.834
H -3.020 -3.077 -2.952
H -1.252 -3.469 -3.042
C -5.192 -2.235 -0.129
C -6.204 -3.353 -0.021
O -6.571 -3.784 1.068
N -6.578 -3.893 -1.199
C -7.739 -4.723 -1.444
H -4.363 -2.363 -0.821
H -4.896 -1.920 0.868
H -5.758 -1.380 -0.524
H -6.061 -3.570 -2.003
H -7.863 -5.545 -0.743
H -7.521 -5.181 -2.411
H -8.663 -4.153 -1.528
C 3.974 5.009 -1.675
C 2.842 5.923 -1.279
O 2.978 6.812 -0.455
N 1.642 5.663 -1.869
C 0.420 6.209 -1.370
H 3.997 4.074 -1.110
H 4.925 5.477 -1.412
H 4.046 4.791 -2.738
H 1.632 4.932 -2.570
H 0.507 6.558 -0.339
H -0.310 5.393 -1.279
H -0.112 6.989 -1.921
C -0.789 -5.482 0.847
C 0.573 -4.937 1.140
O 1.033 -4.855 2.271
N 1.325 -4.617 0.055
C 2.682 -4.145 0.151
H -0.778 -6.251 0.071
H -1.483 -4.713 0.495
H -1.244 -5.892 1.748
H 0.955 -4.919 -0.830
H 3.210 -4.758 0.887
H 2.748 -3.114 0.503
H 3.251 -4.241 -0.772
C 2.772 2.585 6.836
C 2.023 1.360 6.401
O 2.183 0.328 7.021
N 1.203 1.470 5.317
C 0.369 0.378 4.865
H 2.718 3.429 6.140
H 3.809 2.278 6.961
H 2.380 2.953 7.784
H 1.440 2.183 4.645
H 0.949 -0.190 4.128
H -0.563 0.540 4.323
H 0.189 -0.375 5.624
C -4.154 -6.617 2.762
C -3.523 -5.388 3.435
O -2.564 -5.543 4.178
N -4.079 -4.250 3.005
C -3.658 -2.933 3.475
H -4.471 -6.447 1.731
H -5.033 -6.977 3.300
H -3.441 -7.440 2.720
H -4.870 -4.354 2.388
H -2.701 -2.681 3.017
H -3.420 -2.996 4.538
H -4.401 -2.162 3.314
C 4.763 5.304 4.243
C 3.927 4.360 3.395
O 4.194 3.168 3.315
N 2.784 4.884 2.915
C 1.886 4.214 1.988
H 5.614 5.484 3.572
H 5.166 4.944 5.183
H 4.308 6.282 4.406
H 2.555 5.809 3.234
H 2.033 4.360 0.923
H 0.909 4.578 2.321
H 1.923 3.171 2.283
C -2.383 0.813 6.742
C -2.723 1.360 5.370
O -3.219 0.606 4.540
N -2.358 2.629 5.139
C -2.481 3.302 3.852
H -2.348 1.595 7.507
H -1.607 0.058 6.753
H -3.271 0.302 7.137
H -1.631 3.041 5.701
H -1.516 3.338 3.334
H -2.727 4.347 4.046
H -3.258 2.897 3.220
C 3.564 2.816 -6.038
C 2.347 3.297 -5.279
O 2.400 4.260 -4.508
N 1.165 2.709 -5.533
C -0.026 3.073 -4.773
H 4.439 3.337 -5.648
H 3.445 3.091 -7.085
H 3.831 1.777 -5.841
H 1.037 2.204 -6.393
H -0.753 2.291 -4.971
H -0.398 4.078 -4.985
H 0.285 3.120 -3.734

Summary:
HOMO-LUMO gap, eV: 4.999
Charge: -1

Atomic partial charges in e from the Löwdin method, atoms 1 to 5: atom 1 (C): -0.036, atom 2 (C): -0.500, atom 3 (C): -0.133, atom 4 (C): -0.187, atom 5 (C): -0.119

Formula: C2H4O3S4
Source: OMol25
Level of theory: wB97M-V/def2-TZVPD

Geometry (Å):
C 0.189 -0.905 0.688
C -0.809 0.563 -0.322
O -0.561 -1.699 1.210
O 1.342 -0.591 0.451
O -0.293 1.759 -0.421
S -1.110 -0.461 -1.894
S -2.373 0.685 0.636
S 2.935 -1.381 1.122
S 1.203 1.924 -1.190
H -1.922 -1.532 -1.303
H -2.079 1.941 1.047
H 2.603 -1.620 2.426
H 0.876 1.315 -2.451

Summary:
HOMO-LUMO gap (alpha / beta), eV: 6.822 / 6.819

Atomic partial charges in e from the natural (NBO) method, atoms 1 to 5: atom 1 (C): 0.860, atom 2 (C): 0.007, atom 3 (O): -0.581, atom 4 (O): -0.574, atom 5 (O): -0.667

Energy above the lowest of the compared OMol25 structures with the same formula, charge and spin list, top to bottom, in kcal/mol: 36.81; 112.80
M list, top to bottom, in g/mol: 1398.86; 204.32